{"formula": "C29H35BBrF9O24", "method": "ωB97M-V/def2-TZVPD", "smiles": "CC[C@@H](Br)B[C@H](C)F.O=C1OC[C@@H](F)O1.O=C1OC[C@@H](F)O1.O=C1OC[C@@H](F)O1.O=C1OC[C@@H](F)O1.O=C1OC[C@@H](F)O1.O=C1OC[C@@H](F)O1.O=C1OC[C@@H](F)O1.O=C1OC[C@@H](F)O1", "mol_weight_g_mol": 1029.27, "homo_ha": -0.3711, "total_charge": 0, "multiplicity": 1, "orbital_gap_ha": 0.364, "elements": ["C", "C", "C", "Br", "B", "C", "C", "F", "H", "H", "H", "H", "H", "H", "H", "H", "H", "H", "H", "O", "C", "O", "C", "C", "F", "O", "H", "H", "H", "O", "C", "O", "C", "C", "F", "O", "H", "H", "H", "O", "C", "O", "C", "C", "F", "O", "H", "H", "H", "O", "C", "O", "C", "C", "F", "O", "H", "H", "H", "O", "C", "O", "C", "C", "F", "O", "H", "H", "H", "O", "C", "O", "C", "C", "F", "O", "H", "H", "H", "O", "C", "O", "C", "C", "F", "O", "H", "H", "H", "O", "C", "O", "C", "C", "F", "O", "H", "H", "H"], "positions_angstrom": [[-3.56, -3.35, 1.23], [-3.95, -2.14, 0.27], [-4.50, -0.98, 1.19], [-4.19, 0.82, 0.39], [-6.02, -1.19, 1.68], [-7.27, -1.52, 0.74], [-7.57, -3.08, 0.81], [-7.12, -1.09, -0.60], [-3.82, -4.28, 0.69], [-2.47, -3.29, 1.45], [-4.08, -3.30, 2.21], [-3.00, -1.84, -0.23], [-4.74, -2.42, -0.46], [-3.86, -1.01, 2.11], [-6.25, -1.07, 2.84], [-8.15, -1.00, 1.19], [-6.66, -3.59, 1.19], [-8.43, -3.24, 1.49], [-7.85, -3.46, -0.19], [-0.65, -2.14, 1.47], [-0.06, -2.30, 0.45], [1.09, -3.00, 0.33], [1.39, -3.07, -1.06], [0.65, -1.89, -1.60], [0.22, -2.12, -2.87], [-0.47, -1.79, -0.75], [1.03, -4.01, -1.46], [2.47, -3.00, -1.23], [1.22, -0.95, -1.57], [-8.73, -5.41, 2.36], [-8.84, -6.30, 1.58], [-7.85, -7.18, 1.29], [-8.42, -8.16, 0.42], [-9.58, -7.43, -0.17], [-10.61, -8.28, -0.44], [-9.97, -6.56, 0.87], [-8.72, -9.03, 1.01], [-7.70, -8.49, -0.33], [-9.35, -6.85, -1.07], [-6.05, 7.10, 2.00], [-6.20, 5.98, 1.63], [-5.20, 5.07, 1.52], [-5.81, 3.83, 1.17], [-7.10, 4.27, 0.54], [-8.09, 3.37, 0.77], [-7.40, 5.46, 1.25], [-5.97, 3.23, 2.07], [-5.18, 3.26, 0.48], [-7.03, 4.48, -0.52], [4.12, -1.54, 0.65], [4.20, -0.41, 0.27], [5.20, 0.44, 0.61], [5.01, 1.63, -0.14], [3.54, 1.58, -0.45], [3.28, 2.17, -1.65], [3.29, 0.19, -0.56], [5.63, 1.61, -1.03], [5.28, 2.51, 0.45], [2.90, 2.01, 0.32], [5.13, -0.69, 6.06], [4.35, -0.15, 5.35], [3.12, 0.27, 5.76], [2.55, 0.99, 4.67], [3.29, 0.42, 3.49], [3.44, 1.35, 2.50], [4.56, 0.12, 4.03], [2.73, 2.06, 4.80], [1.47, 0.81, 4.61], [2.84, -0.49, 3.08], [-1.06, -3.41, -5.58], [-1.64, -2.38, -5.68], [-2.85, -2.13, -5.11], [-3.15, -0.76, -5.35], [-2.31, -0.45, -6.56], [-1.89, 0.83, -6.56], [-1.19, -1.30, -6.39], [-2.85, -0.17, -4.48], [-4.21, -0.61, -5.53], [-2.80, -0.68, -7.51], [6.89, 4.09, -1.18], [7.62, 4.00, -0.24], [8.20, 2.84, 0.16], [9.10, 3.18, 1.23], [8.52, 4.47, 1.74], [9.48, 5.29, 2.21], [7.96, 5.04, 0.56], [10.12, 3.30, 0.83], [9.11, 2.40, 1.99], [7.73, 4.34, 2.49], [11.70, 4.15, 0.51], [11.54, 4.56, -0.59], [10.35, 4.58, -1.23], [10.54, 5.27, -2.47], [12.01, 5.10, -2.69], [12.54, 6.16, -3.35], [12.53, 5.07, -1.37], [10.26, 6.32, -2.35], [9.94, 4.83, -3.26], [12.29, 4.17, -3.21]], "mulliken_charge": [-1.06, 0.02, -0.44, -0.21, 0.07, 0.31, -1.09, -0.35, 0.25, 0.31, 0.33, 0.09, 0.37, 0.46, -0.09, 0.23, 0.21, 0.41, 0.34, -0.60, 0.68, -0.36, -0.49, 0.54, -0.24, -0.24, 0.33, 0.29, 0.01, -0.50, 0.67, -0.30, -0.41, 0.30, -0.28, -0.29, 0.29, 0.27, 0.27, -0.50, 0.62, -0.33, 0.12, 0.29, -0.28, -0.30, 0.24, -0.23, 0.29, -0.52, 0.59, -0.28, -0.36, 0.50, -0.31, -0.21, 0.34, 0.02, 0.23, -0.50, 0.54, -0.31, -0.39, 0.25, -0.30, -0.23, 0.27, 0.30, 0.33, -0.51, 0.66, -0.29, -0.39, 0.31, -0.29, -0.30, 0.26, 0.27, 0.28, -0.58, 0.80, -0.33, -0.22, 0.30, -0.28, -0.32, 0.10, 0.36, 0.32, -0.55, 0.57, -0.18, -0.52, 0.32, -0.29, -0.34, 0.29, 0.30, 0.29]}

---

{"formula": "C9H16NO", "method": "ωB97M-V/def2-TZVPD", "mol_weight_g_mol": 154.23, "homo_ha": -0.4674, "total_charge": 1, "multiplicity": 1, "orbital_gap_ha": 0.352, "elements": ["C", "C", "C", "C", "C", "C", "C", "C", "C", "N", "O", "H", "H", "H", "H", "H", "H", "H", "H", "H", "H", "H", "H", "H", "H", "H", "H"], "positions_angstrom": [[-4.09, 0.57, -0.16], [1.00, -1.52, -1.22], [-3.09, 0.14, 0.66], [0.98, -0.48, -0.43], [-1.25, -1.67, 1.23], [-1.95, -0.71, 0.25], [-0.58, -0.44, 0.81], [3.23, 1.41, -1.74], [3.06, 0.60, -0.53], [-0.29, 0.50, 1.84], [1.72, 0.58, -0.01], [-4.72, 1.33, 0.29], [-4.39, 0.38, -1.25], [1.89, -1.66, -1.87], [0.21, -2.20, -1.27], [-3.13, 0.52, 1.68], [-1.47, -1.54, 2.31], [-0.97, -2.70, 0.92], [-2.14, -1.00, -0.76], [2.82, 2.46, -1.63], [4.23, 1.48, -2.21], [2.74, 1.11, -2.58], [3.54, 1.08, 0.34], [3.21, -0.44, -0.77], [-0.48, 0.00, 2.70], [-0.86, 1.37, 1.69], [0.77, 0.84, 1.73]], "mulliken_charge": [-0.96, -1.05, -0.38, 0.93, -0.97, 0.34, 0.04, -1.17, -0.29, -0.08, -0.46, 0.25, 0.26, 0.26, 0.31, 0.33, 0.22, 0.23, 0.39, 0.29, 0.39, 0.39, 0.24, 0.37, 0.33, 0.39, 0.40]}

---

{"formula": "C3H7N3S", "method": "ωB97M-V/def2-TZVPD", "smiles": "[H]/N=C(\\C)N/C=N\\S", "mol_weight_g_mol": 117.18, "homo_ha": -0.3175, "total_charge": 0, "multiplicity": 1, "orbital_gap_ha": 0.332, "elements": ["H", "N", "C", "C", "N", "C", "N", "S", "H", "H", "H", "H", "H", "H"], "positions_angstrom": [[-2.60, -1.03, -0.95], [-2.16, -0.06, -1.02], [-1.07, -0.05, -0.36], [-0.60, -0.98, 0.70], [-0.38, 1.13, -0.54], [0.85, 1.45, 0.10], [1.90, 0.80, 0.18], [2.28, -0.50, -0.83], [-1.48, -1.55, 1.08], [0.11, -1.69, 0.35], [-0.01, -0.50, 1.49], [-0.97, 1.81, -1.10], [0.72, 2.32, 0.78], [3.40, -1.14, 0.12]], "mulliken_charge": [0.23, -0.77, 0.82, -1.33, -0.32, -0.10, -0.22, -0.21, 0.33, 0.39, 0.37, 0.30, 0.33, 0.18]}